ORCA calculation (ωB97M-V/def2-TZVPD) on a cluster of 2 separate species, C4H7P in total at a distorted geometry.

```
12
Properties=species:S:1:pos:R:3:forces:R:3
C 0.7883 -0.5928 1.4041 -1.25 2.19 -4.05
C -0.4260 -0.0412 -1.5426 1.33 -3.79 1.41
C -1.4694 0.3037 -0.5432 0.22 -1.77 0.66
C -0.0172 0.4870 -0.2248 0.64 -1.84 3.73
P 2.2068 0.1824 1.5186 1.35 -0.67 1.40
H 0.1491 -1.3932 1.6900 -0.16 -0.40 0.36
H -0.0820 -1.1326 -1.7346 -1.14 1.77 0.53
H -0.3900 0.4862 -2.4061 0.53 1.90 -2.36
H -1.8720 1.2501 -0.6334 -1.35 1.66 -0.59
H -2.1757 -0.4640 -0.1882 0.79 0.40 0.24
H 0.3568 1.4758 0.0139 -0.08 -0.09 -0.37
H 2.9312 -0.5613 2.6463 -0.89 0.63 -0.97
```
Positions in Å, forces in eV/Å.

## Properties
Total charge: 0
Kohn-Sham gap, eV: 9.451
M, g/mol: 86.074
Energy above the lowest of the compared OMol25 structures with the same formula, charge and spin, kcal per mole: 98.1
Strongest force on any atom, eV/A: 4.8
E_HOMO, eV: -8.97
Lowest unoccupied orbital energy, eV: 0.48


ORCA calculation (ωB97M-V/def2-TZVPD) on an isolated molecule of C4H7P3 at a distorted geometry.

```
14
Properties=species:S:1:pos:R:3:forces:R:3
C -0.2954 -0.8195 0.1751 0.80 4.70 -1.30
C -0.2858 0.8045 0.1274 -0.73 -2.58 0.20
C 1.0482 -1.4765 0.0365 -1.01 -0.10 1.70
C 1.0377 1.5333 0.1647 0.91 1.06 1.08
P -1.7304 -1.6361 -0.0200 0.01 -0.78 0.40
P -1.7682 1.6194 -0.0679 1.48 0.97 0.11
P -3.1026 0.0141 0.0949 -0.87 -0.91 -0.75
H 0.7733 -2.4775 0.2057 0.33 -1.82 -0.22
H 1.6583 -1.2520 0.9028 0.44 0.36 0.02
H 1.5918 -1.3777 -0.8757 0.15 0.41 -0.68
H 1.8601 0.8378 0.3766 -0.20 0.12 -0.28
H 1.1659 2.3300 0.9967 -0.72 -1.24 -1.24
H 1.2784 2.0700 -0.7754 -0.27 -0.42 0.39
H -3.2313 -0.1699 -1.3414 -0.31 0.24 0.57
```
Positions in Å, forces in eV/Å.

## Properties
Total charge: 0
Kohn-Sham gap, eV: 8.179
M, g/mol: 148.022
Structure (SMILES): CC1=P[PH]#P=C1C
Energy above the lowest of the compared OMol25 structures with the same formula, charge and spin, kcal per mole: 12.1
Strongest force on any atom, eV/A: 4.9
E_HOMO, eV: -8.54
Lowest unoccupied orbital energy, eV: -0.36


ORCA calculation (ωB97M-V/def2-TZVPD) on an isolated molecule of C4H7PS at a distorted geometry.

```
13
Properties=species:S:1:pos:R:3:forces:R:3
C 0.7039 -0.9902 -0.2558 -1.43 0.51 1.24
C -0.8679 -0.7158 -0.4297 2.95 2.01 -1.15
C 1.2400 -0.6157 1.0944 -2.27 1.81 0.16
C -0.3298 2.0774 0.5193 1.78 -5.54 -0.69
P -1.2596 1.0949 -0.7734 -0.11 0.61 0.80
S 0.7441 1.0443 1.5571 -0.36 0.17 0.21
H 0.9447 -1.9921 -0.4205 0.06 -1.90 -0.33
H 1.2170 -0.4623 -1.0100 0.53 0.90 -0.95
H -1.1664 -1.0898 -1.3716 -0.21 -0.68 -1.32
H -1.4603 -1.2308 0.2468 -1.06 -0.45 1.79
H 1.1649 -1.3832 1.9360 0.35 1.47 -0.95
H -0.4251 3.0389 0.9245 -0.15 1.15 0.23
H -0.5056 1.2243 -2.0170 -0.07 -0.06 0.96
```
Positions in Å, forces in eV/Å.

## Properties
Total charge: 0
Kohn-Sham gap (spin up / spin down), eV: 7.715 / 7.455
M, g/mol: 118.141
Energy above the lowest of the compared OMol25 structures with the same formula, charge and spin, kcal per mole: 67.9
Strongest force on any atom, eV/A: 5.9
E_HOMO (spin up / spin down), eV: -8.01 / -7.71
Lowest unoccupied orbital energy (spin up / spin down), eV: -0.30 / -0.25


ORCA calculation (ωB97M-V/def2-TZVPD) on a cluster of 2 separate species, C4H8 in total at a distorted geometry.

```
12
Properties=species:S:1:pos:R:3:forces:R:3
C 2.1653 -0.7956 -2.3817 -2.96 -0.95 -1.00
C 1.0247 -1.2801 -1.8523 1.45 -1.26 0.87
H 2.3508 -1.0891 -3.4150 0.94 -0.09 0.43
H 2.5537 0.0699 -1.9372 0.92 1.11 0.17
H 0.6584 -2.3106 -2.1376 -0.13 1.65 -0.01
H 0.7154 -0.8532 -0.8859 -0.22 -0.45 -0.47
C -1.6599 0.3841 2.2188 -0.48 -1.79 0.02
C -1.4747 1.6523 2.0216 -0.47 2.94 -1.10
H -2.5536 -0.1105 1.7836 0.90 0.15 0.32
H -0.9351 -0.2019 2.7860 -0.44 0.00 0.02
H -2.1475 2.2452 1.3505 0.39 -0.68 0.75
H -0.6974 2.2893 2.4491 0.11 -0.62 -0.02
```
Positions in Å, forces in eV/Å.

## Properties
Total charge: 0
Kohn-Sham gap, eV: 11.221
M, g/mol: 56.108
Structure (SMILES): C=C.C=C
Energy above the lowest of the compared OMol25 structures with the same formula, charge and spin, kcal per mole: 43.7
Strongest force on any atom, eV/A: 3.3
E_HOMO, eV: -10.05
Lowest unoccupied orbital energy, eV: 1.17


ORCA calculation (ωB97M-V/def2-TZVPD) on a structure of composition C4H8Ag3BBr4F4 at a distorted geometry.

```
24
Properties=species:S:1:pos:R:3:forces:R:3
Ag 4.4083 -1.2061 2.0451 0.27 -0.26 -0.60
Ag 1.0777 -0.9935 5.1137 -0.46 -0.32 0.01
Ag 2.4007 2.0078 3.9505 0.22 0.98 -0.01
B 1.3547 0.2218 1.9898 0.12 -0.08 -1.70
F 2.1856 -0.9663 2.0146 -0.31 0.33 1.00
F 2.2315 1.3083 1.7178 0.00 -0.24 0.81
F 0.3872 0.0901 1.1068 -0.44 -0.06 -0.25
F 0.7659 0.4669 3.3128 0.50 -0.44 0.57
Br -4.8673 -1.2814 -0.2208 0.04 -0.03 0.07
C -3.9687 0.4409 -0.1364 -0.41 -0.08 -0.14
C -2.6351 0.3836 -0.8264 0.18 -0.21 -0.35
Br -2.7646 0.4679 -2.7646 -0.19 -0.07 0.03
H -3.8604 0.6814 0.9177 0.03 0.01 0.01
H -4.6673 1.1262 -0.6055 0.15 0.20 0.05
H -2.1678 -0.5771 -0.6237 0.19 0.12 0.13
H -1.9783 1.2098 -0.5648 -0.07 0.02 0.19
Br 0.8074 1.6702 -2.7077 0.21 0.17 -0.11
C 0.8476 -0.2111 -2.3061 -0.61 -0.36 0.03
C 2.2097 -0.6184 -1.8285 -0.05 0.20 0.38
Br 2.2141 -2.5413 -1.5067 0.21 -0.01 0.21
H 0.5119 -0.8056 -3.1525 0.17 0.30 -0.27
H 0.0877 -0.3436 -1.5410 0.15 -0.11 0.15
H 2.4075 -0.1490 -0.8661 0.13 0.03 -0.06
H 3.0122 -0.3817 -2.5182 -0.06 -0.11 -0.14
```
Positions in Å, forces in eV/Å.

## Properties
Total charge: +2
Kohn-Sham gap, eV: 2.906
M, g/mol: 786.132
Energy above the lowest of the compared OMol25 structures with the same formula, charge and spin, kcal per mole: 38.9
Strongest force on any atom, eV/A: 1.7
E_HOMO, eV: -13.42
Lowest unoccupied orbital energy, eV: -10.52


ORCA calculation (ωB97M-V/def2-TZVPD) on a structure of composition C4H8AgLiO3 at a distorted geometry.

```
17
Properties=species:S:1:pos:R:3:forces:R:3
C 1.3993 -1.0310 -1.4699 0.78 1.57 -1.93
C 0.4878 0.2235 -1.4551 -0.35 -1.60 0.15
C 0.1534 0.2942 0.0286 -0.25 -0.15 -0.88
C -0.5651 1.4998 0.4008 1.19 -0.90 0.20
O -0.7431 1.8630 1.5651 -0.87 0.09 1.25
O 2.4806 -1.0019 -2.2330 -1.01 -0.38 1.08
Ag 4.0347 -0.2315 -4.2088 -0.96 -0.39 1.11
Li -1.2388 0.9870 3.1560 0.24 0.43 -0.51
H 0.8232 -1.9685 -1.3314 0.56 0.01 0.00
H 1.2923 -0.6764 0.1102 0.62 1.15 0.00
H -0.4281 0.0593 -2.0424 0.41 0.34 -0.43
H 1.0969 1.0754 -1.7977 -0.43 -0.23 0.22
H -0.3216 -0.5814 0.4905 -0.35 0.06 -0.41
H -1.0172 2.0928 -0.4178 0.46 0.10 0.09
O -2.3445 -0.5131 3.1189 -0.01 -0.32 -0.72
H -2.6055 -1.1183 3.8185 -0.09 -0.12 0.02
H -2.5043 -0.9730 2.2675 0.06 0.35 0.76
```
Positions in Å, forces in eV/Å.

## Properties
Total charge: +1
Kohn-Sham gap (spin up / spin down), eV: 3.952 / 6.356
M, g/mol: 218.914
Energy above the lowest of the compared OMol25 structures with the same formula, charge and spin, kcal per mole: 48.4
Strongest force on any atom, eV/A: 2.6
Spin multiplicity: 2
E_HOMO (spin up / spin down), eV: -9.10 / -11.49
Lowest unoccupied orbital energy (spin up / spin down), eV: -5.15 / -5.14


ORCA calculation (ωB97M-V/def2-TZVPD) on a structure of composition C4H8BeO3 at a distorted geometry.

```
16
Properties=species:S:1:pos:R:3:forces:R:3
O -0.4484 -0.7337 -2.4792 2.63 0.77 2.80
C -1.4551 -1.0366 -1.6294 -0.91 -0.37 -1.00
O -0.8764 -1.0156 -0.2643 1.42 -0.33 1.03
C -1.1426 0.0917 0.5627 0.56 3.14 4.00
C 0.0765 0.4325 1.3268 0.43 -0.58 -1.85
O 1.1619 0.6025 0.4497 0.31 -0.77 -1.64
C 2.3335 1.1734 1.0491 1.37 0.36 0.12
Be 0.7828 -0.4058 -0.9181 -3.64 -0.14 -1.17
H -1.8429 -2.0623 -1.7466 0.14 0.31 0.05
H -2.2884 -0.3110 -1.6382 0.24 -0.14 0.08
H -1.3914 0.4054 1.8142 -2.71 -2.23 -2.22
H 0.3747 -0.0708 2.2512 -0.03 0.28 -0.14
H 3.1090 1.1983 0.2784 -0.13 0.06 0.26
H 2.1029 2.1890 1.3909 -0.02 -0.33 -0.17
H 2.6584 0.5463 1.8887 -0.13 0.13 -0.23
H -1.6487 0.9044 0.0228 0.47 -0.17 0.10
```
Positions in Å, forces in eV/Å.

## Properties
Total charge: +1
Kohn-Sham gap (spin up / spin down), eV: 8.412 / 7.537
M, g/mol: 113.117
Energy above the lowest of the compared OMol25 structures with the same formula, charge and spin, kcal per mole: 81.4
Strongest force on any atom, eV/A: 5.1
Spin multiplicity: 2
E_HOMO (spin up / spin down), eV: -13.74 / -13.73
Lowest unoccupied orbital energy (spin up / spin down), eV: -5.33 / -6.19


ORCA calculation (ωB97M-V/def2-TZVPD) on a cluster of 2 separate species, C4H8Br2O in total at a distorted geometry.

```
15
Properties=species:S:1:pos:R:3:forces:R:3
C 0.4822 0.5953 1.6066 4.08 -0.31 -1.78
C -2.2222 -0.4303 -0.8720 -1.67 -1.79 -2.19
C 1.6006 0.2392 -0.6971 1.60 0.24 -1.84
C 0.7344 -0.1859 0.3548 -1.84 -0.89 0.86
O -1.5053 0.5809 -0.5776 2.77 3.24 1.21
Br 3.4445 0.6921 0.0135 -0.38 0.21 0.00
Br 0.2659 -2.0137 0.2796 0.55 0.19 0.47
H 0.2582 1.5279 1.1719 0.09 1.81 0.01
H -0.3701 0.3127 2.0662 -2.40 -1.30 1.92
H 1.4598 0.6048 2.2187 -1.73 0.15 -0.61
H -1.8758 -1.2831 -0.3632 0.45 -1.75 1.25
H -2.2033 -0.7535 -1.9002 0.27 -0.08 -1.15
H -3.2574 -0.3888 -0.6388 -1.39 0.43 0.91
H 1.9175 -0.6011 -1.3325 -0.64 0.51 0.02
H 1.2711 1.1035 -1.3298 0.24 -0.63 0.91
```
Positions in Å, forces in eV/Å.

## Properties
Total charge: 0
Kohn-Sham gap (spin up / spin down), eV: 9.046 / 6.981
M, g/mol: 231.915
Energy above the lowest of the compared OMol25 structures with the same formula, charge and spin, kcal per mole: 79.7
Strongest force on any atom, eV/A: 4.5
E_HOMO (spin up / spin down), eV: -9.92 / -8.33
Lowest unoccupied orbital energy (spin up / spin down), eV: -0.88 / -1.35


ORCA calculation (ωB97M-V/def2-TZVPD) on a cluster of 2 separate species, C4H8Br2Si in total at a distorted geometry.

```
15
Properties=species:S:1:pos:R:3:forces:R:3
C 1.1160 -1.1785 -0.0607 -0.39 -0.89 2.07
C 1.1861 0.1180 -0.2546 -0.80 0.05 -0.97
C 2.3514 0.7156 -0.9730 1.90 -1.08 1.14
C -4.0779 -1.9202 0.9288 -0.16 -1.36 -0.92
Si -0.2443 1.1720 0.2620 -1.19 0.75 -1.38
Br -1.1524 0.2566 2.0436 -0.03 0.13 0.66
Br -4.3678 -0.7805 -0.4782 0.07 0.24 0.28
H 0.3181 -1.6226 0.5511 0.18 0.10 -0.57
H 2.0010 -1.7755 -0.1185 0.39 -0.61 -0.74
H 3.1943 0.8120 -0.1610 -1.44 0.77 -1.64
H 2.0114 1.6055 -1.4926 0.79 0.37 0.06
H 2.8063 -0.0269 -1.6823 -0.65 0.76 0.37
H -3.8873 -1.3419 1.8079 0.12 1.15 0.64
H -1.5361 1.4252 -0.5575 1.05 -0.66 0.17
H 0.2812 2.5413 0.1848 0.17 0.27 0.82
```
Positions in Å, forces in eV/Å.

## Properties
Total charge: 0
Kohn-Sham gap (spin up / spin down), eV: 7.974 / 7.972
M, g/mol: 244.002
Energy above the lowest of the compared OMol25 structures with the same formula, charge and spin, kcal per mole: 133.7
Strongest force on any atom, eV/A: 2.5
E_HOMO (spin up / spin down), eV: -8.92 / -8.92
Lowest unoccupied orbital energy (spin up / spin down), eV: -0.95 / -0.95


ORCA calculation (ωB97M-V/def2-TZVPD) on the ion C4H8Cl2N with charge +1 at a distorted geometry.

```
15
Properties=species:S:1:pos:R:3:forces:R:3
C -0.6285 -0.0031 -1.2570 1.19 -0.66 2.89
C 0.6197 -0.0191 -0.3255 -1.47 -0.97 -0.91
C -1.9896 -0.0273 -0.5286 1.41 -0.36 0.71
C 1.0988 -1.2417 0.3349 2.73 3.22 1.19
N 0.6995 1.1525 0.5133 0.97 0.85 2.16
Cl -2.2785 1.5069 0.2024 -0.70 0.44 0.07
Cl -2.3951 -1.3413 0.5470 0.26 0.42 -0.86
H -0.4084 0.9522 -1.6072 -0.91 1.44 -2.23
H -0.4419 -0.8560 -1.8390 -0.33 -0.71 -1.56
H 2.1978 -1.3606 0.1678 -0.77 -0.45 -0.28
H 0.5072 -2.0406 0.1099 -1.19 -2.41 -0.41
H 1.0927 -0.9433 1.3981 -0.31 -1.13 0.22
H 1.0567 2.0944 0.1042 -0.25 -2.08 0.85
H 1.1859 0.8079 1.4598 -0.97 1.78 -2.37
H -0.3163 1.3191 0.7201 0.37 0.61 0.54
```
Positions in Å, forces in eV/Å.

## Properties
Total charge: +1
Kohn-Sham gap (spin up / spin down), eV: 8.498 / 8.092
M, g/mol: 141.021
Energy above the lowest of the compared OMol25 structures with the same formula, charge and spin, kcal per mole: 67.9
Strongest force on any atom, eV/A: 4.4
E_HOMO (spin up / spin down), eV: -13.40 / -12.98
Lowest unoccupied orbital energy (spin up / spin down), eV: -4.91 / -4.88


Question: The highest total charge belongs to which entry?
Answer: C4H8Ag3BBr4F4